The following is a quantum chemistry calculation of 2 unconnected molecules or ions with the total composition C7H9OPS at a distorted geometry, from OMol25.

```
19
Properties=species:S:1:pos:R:3:forces:R:3:nbo_charge:R:1
C 1.114950 -0.237736 2.903639 -1.20 -0.65 1.46 -0.9678
P 0.201271 -1.190362 1.907271 0.78 1.41 0.26 1.1934
S -1.548731 -1.805026 2.355977 -0.25 -0.49 -0.02 -0.5052
C 0.653986 -0.928869 0.194825 -0.51 0.03 -0.72 -0.4051
C -0.152809 -1.393633 -0.866854 1.79 0.36 0.95 -0.1635
C -0.045295 -0.881216 -2.115276 -1.88 1.39 -4.26 -0.1957
C 0.813432 0.169107 -2.445387 1.71 -1.93 6.17 -0.1664
C 1.749817 0.516684 -1.413568 -2.64 -1.44 0.75 -0.1983
C 1.615389 0.033400 -0.079041 -0.16 -0.58 -2.83 -0.1726
H 2.097138 0.178600 2.897803 0.45 0.01 -0.78 0.2443
H 0.675065 -0.145830 3.917855 0.19 -0.27 -0.69 0.2516
H -0.689280 -2.268054 -0.778504 -1.73 -1.42 0.74 0.2258
H -0.810763 -1.116733 -2.998592 1.65 -0.14 2.32 0.2255
H 0.824721 0.706838 -3.281740 -0.11 1.65 -3.57 0.2080
H 2.444233 1.269502 -1.534152 1.48 1.44 -0.62 0.2051
H 2.348347 0.298533 0.628098 0.46 0.63 0.88 0.2175
O -3.198578 -0.463488 -0.493019 0.80 4.41 1.83 -0.9456
H -3.102737 0.161031 0.361961 -0.33 -2.47 -2.94 0.4801
H -3.424673 -1.299504 -0.169231 -0.48 -1.94 1.07 0.4688
```
Forces are in eV/Å.

## Properties
Energy above the lowest of the compared OMol25 structures with the same formula, charge and spin ... 1.744 eV
Orbital gap ... 8.0 eV
Charge ... 0
Molar mass ... 172.19 g mol⁻¹
LUMO level ... -0.55 eV